No. 1
{"formula": "C27H50LuP2", "method": "ωB97M-V/def2-TZVPD", "species": ["Lu", "C", "C", "C", "C", "C", "C", "H", "H", "H", "C", "H", "H", "H", "C", "H", "H", "H", "C", "H", "H", "H", "C", "H", "H", "H", "C", "C", "C", "C", "C", "C", "C", "C", "H", "H", "H", "H", "H", "H", "H", "H", "H", "H", "H", "H", "P", "C", "C", "P", "C", "C", "C", "H", "H", "H", "H", "H", "H", "H", "H", "H", "H", "H", "H", "H", "H", "C", "C", "C", "C", "H", "H", "H", "H", "H", "H", "H", "H", "H"], "coordinates": [[1.770, 0.953, 0.441], [3.685, -0.134, 1.248], [3.554, -0.511, -0.126], [3.840, 1.794, -0.047], [3.885, 1.289, 1.299], [3.598, 0.677, -0.923], [3.869, -1.073, 2.392], [3.318, -2.007, 2.223], [3.512, -0.619, 3.330], [4.942, -1.323, 2.517], [4.196, 2.060, 2.539], [4.215, 1.389, 3.408], [3.440, 2.842, 2.726], [5.181, 2.549, 2.460], [4.008, 3.220, -0.453], [5.052, 3.541, -0.310], [3.380, 3.886, 0.156], [3.764, 3.350, -1.516], [3.383, 0.730, -2.399], [4.350, 0.751, -2.936], [2.816, 1.638, -2.679], [2.834, -0.164, -2.731], [3.539, -1.907, -0.646], [4.466, -2.130, -1.196], [2.695, -2.072, -1.330], [3.467, -2.624, 0.179], [-0.724, -0.600, 2.138], [0.193, -1.579, 1.992], [0.303, -2.639, 0.936], [-0.328, -2.395, -0.464], [-0.100, -1.080, -1.144], [-0.726, 0.108, -0.950], [-1.821, 0.475, 0.022], [-1.950, -0.379, 1.304], [-0.126, -3.576, 1.337], [-1.424, -2.607, -0.414], [1.362, -2.891, 0.773], [-2.350, -1.385, 1.048], [-0.589, 0.124, 2.956], [0.957, -1.669, 2.783], [-2.711, 0.097, 1.947], [-1.718, 1.536, 0.321], [-0.521, 0.899, -1.701], [-2.789, 0.472, -0.529], [0.082, -3.165, -1.149], [0.594, -1.139, -2.012], [-3.605, -2.537, -0.207], [-4.725, -2.414, 1.230], [-3.784, -4.284, -0.670], [-3.555, -1.188, -2.943], [-4.607, -1.681, -1.474], [-3.969, -2.696, -3.933], [-4.902, -0.202, -3.738], [-4.966, -1.365, 1.446], [-4.243, -2.867, 2.107], [-5.638, -2.964, 0.982], [-4.848, -4.540, -0.627], [-3.227, -4.875, 0.071], [-3.384, -4.479, -1.670], [-5.801, -0.819, -3.842], [-4.564, 0.108, -4.731], [-5.133, 0.679, -3.131], [-5.071, -0.776, -1.040], [-5.415, -2.378, -1.796], [-3.673, -2.490, -4.967], [-5.053, -2.868, -3.904], [-3.445, -3.582, -3.566], [1.735, 4.867, 2.287], [0.588, 4.073, 1.638], [0.443, 4.378, 0.149], [0.703, 2.566, 1.905], [1.547, 5.951, 2.238], [2.704, 4.685, 1.797], [1.845, 4.611, 3.351], [-0.335, 4.445, 2.124], [1.329, 4.093, -0.436], [-0.416, 3.848, -0.274], [0.278, 5.450, -0.007], [1.130, 2.402, 2.905], [-0.317, 2.137, 1.908]], "lumo_energy_ev": -2.776, "max_force_ev_per_a": 6.4, "e_above_lowest_kcal_mol": 0.0, "charge": 1, "gap_ev": 7.654}

=====

No. 2
{"formula": "C27H50N2O3", "method": "ωB97M-V/def2-TZVPD", "species": ["C", "C", "C", "C", "C", "C", "C", "C", "C", "C", "C", "C", "C", "C", "C", "O", "O", "C", "C", "C", "N", "C", "C", "O", "C", "C", "H", "H", "H", "H", "H", "H", "H", "H", "H", "H", "H", "H", "H", "H", "H", "H", "H", "H", "H", "H", "H", "H", "H", "H", "H", "H", "H", "H", "H", "H", "H", "H", "H", "H", "H", "H", "H", "H", "H", "H", "H", "H", "H", "H", "H", "C", "C", "C", "N", "C", "C", "H", "H", "H", "H", "H"], "coordinates": [[-5.032, -4.381, 8.409], [-4.877, -3.665, 7.069], [-6.198, -3.114, 6.518], [-5.993, -1.941, 5.554], [-5.959, -0.589, 6.270], [-5.770, 0.596, 5.312], [-4.309, 1.053, 5.148], [-3.740, 0.798, 3.748], [-2.259, 1.195, 3.616], [-1.368, 0.169, 2.886], [-0.754, 0.692, 1.581], [0.437, -0.144, 1.115], [1.214, 0.502, -0.033], [2.538, -0.226, -0.291], [3.098, 0.137, -1.632], [3.982, 0.929, -1.812], [2.478, -0.507, -2.627], [2.450, 0.167, -3.929], [1.034, -0.100, -4.448], [0.804, 0.023, -5.959], [1.519, 1.166, -6.549], [3.622, -0.330, -4.761], [3.507, -1.761, -5.288], [4.058, -1.830, -6.600], [3.353, -2.668, -7.489], [4.088, -2.687, -8.816], [-5.596, -3.759, 9.111], [-4.060, -4.572, 8.868], [-5.561, -5.331, 8.307], [-4.469, -4.368, 6.337], [-4.165, -2.843, 7.189], [-6.749, -3.918, 6.022], [-6.814, -2.784, 7.363], [-5.031, -2.081, 5.044], [-6.768, -1.923, 4.782], [-6.893, -0.481, 6.828], [-5.146, -0.616, 7.004], [-6.161, 0.305, 4.331], [-6.372, 1.436, 5.665], [-3.675, 0.509, 5.858], [-4.206, 2.114, 5.393], [-4.350, 1.357, 3.032], [-3.872, -0.268, 3.534], [-2.200, 2.161, 3.109], [-1.866, 1.342, 4.626], [-1.949, -0.730, 2.662], [-0.548, -0.136, 3.543], [-1.526, 0.644, 0.805], [-0.443, 1.733, 1.712], [0.089, -1.137, 0.811], [1.117, -0.285, 1.964], [1.407, 1.543, 0.239], [0.594, 0.478, -0.935], [2.360, -1.305, -0.256], [3.277, 0.033, 0.467], [2.571, 1.233, -3.737], [0.377, 0.629, -3.963], [0.708, -1.079, -4.088], [1.020, -0.927, -6.457], [-0.265, 0.194, -6.100], [0.970, 1.534, -7.317], [2.375, 0.845, -6.989], [3.814, 0.370, -5.573], [4.497, -0.274, -4.110], [4.086, -2.433, -4.647], [2.476, -2.126, -5.300], [3.264, -3.685, -7.082], [2.328, -2.299, -7.641], [3.980, -1.719, -9.309], [5.153, -2.832, -8.633], [3.704, -3.474, -9.463], [5.180, 5.229, -0.647], [4.909, 3.968, -1.152], [4.879, 3.797, -2.528], [5.097, 4.788, -3.394], [5.355, 5.994, -2.894], [5.409, 6.268, -1.536], [5.214, 5.401, 0.422], [4.724, 3.124, -0.503], [4.674, 2.825, -2.955], [5.527, 6.781, -3.621], [5.626, 7.269, -1.188]], "lumo_energy_ev": 0.788, "max_force_ev_per_a": 0.7, "gap_ev": 10.079}

=====

No. 3
{"formula": "C27H50N4O2", "method": "ωB97M-V/def2-TZVPD", "species": ["C", "C", "C", "C", "C", "C", "N", "C", "C", "C", "N", "H", "H", "H", "H", "H", "H", "H", "H", "H", "H", "H", "H", "H", "H", "C", "C", "C", "C", "C", "C", "N", "O", "C", "C", "C", "H", "H", "H", "H", "H", "H", "H", "H", "H", "H", "H", "H", "H", "H", "H", "H", "H", "H", "C", "C", "C", "C", "C", "C", "N", "O", "C", "C", "C", "H", "H", "H", "H", "H", "H", "H", "H", "H", "H", "H", "H", "H", "H", "H", "H", "H", "H"], "coordinates": [[1.696, -0.857, -4.311], [0.884, 0.072, -5.226], [0.094, 1.136, -4.477], [-1.351, 0.799, -4.056], [-2.160, -0.027, -5.071], [-3.463, 0.598, -5.256], [-4.500, 1.083, -5.443], [-2.452, -1.506, -4.698], [-2.550, -2.422, -5.951], [-1.476, -2.041, -3.775], [-0.854, -2.331, -2.839], [1.899, -1.778, -4.838], [2.659, -0.402, -4.125], [1.212, -1.056, -3.370], [0.280, -0.525, -5.900], [1.598, 0.584, -5.858], [0.073, 2.067, -5.027], [0.643, 1.346, -3.566], [-1.376, 0.361, -3.070], [-1.863, 1.744, -3.951], [-1.709, 0.006, -6.051], [-3.418, -1.537, -4.222], [-2.331, -1.882, -6.860], [-1.874, -3.257, -5.857], [-3.540, -2.842, -6.016], [-1.725, -2.468, 2.644], [-0.693, -2.442, 1.495], [-0.886, -3.651, 0.581], [-0.423, -4.969, 1.200], [1.016, -4.854, 1.702], [1.235, -3.669, 2.643], [0.701, -2.416, 2.035], [1.528, -1.939, 1.171], [0.582, -3.945, 4.009], [2.725, -3.498, 2.913], [-0.970, -1.163, 0.713], [-1.373, -1.894, 3.502], [-2.661, -2.017, 2.317], [-1.973, -3.474, 2.980], [-0.340, -3.491, -0.353], [-1.942, -3.719, 0.310], [-1.089, -5.271, 2.013], [-0.483, -5.761, 0.451], [1.310, -5.772, 2.215], [1.681, -4.751, 0.839], [0.618, -3.056, 4.641], [1.127, -4.738, 4.521], [-0.450, -4.276, 3.944], [3.299, -3.392, 1.995], [3.098, -4.375, 3.440], [2.911, -2.621, 3.536], [-0.815, -0.277, 1.332], [-2.008, -1.165, 0.383], [-0.350, -1.074, -0.178], [2.124, 3.319, 3.608], [1.372, 2.682, 2.418], [2.031, 3.085, 1.099], [1.765, 4.537, 0.703], [0.267, 4.841, 0.713], [-0.412, 4.478, 2.033], [-0.068, 3.080, 2.423], [-0.788, 2.231, 1.777], [-0.008, 5.476, 3.133], [-1.924, 4.600, 1.884], [1.473, 1.174, 2.592], [1.477, 3.402, 4.481], [2.971, 2.697, 3.891], [2.531, 4.304, 3.386], [1.662, 2.431, 0.302], [3.105, 2.907, 1.174], [2.298, 5.223, 1.368], [2.164, 4.718, -0.297], [0.097, 5.900, 0.507], [-0.211, 4.285, -0.100], [-0.379, 5.150, 4.105], [-0.447, 6.451, 2.920], [1.064, 5.635, 3.212], [-2.305, 4.002, 1.060], [-2.183, 5.640, 1.688], [-2.433, 4.288, 2.797], [0.974, 0.848, 3.507], [2.520, 0.882, 2.654], [1.042, 0.631, 1.756]], "lumo_energy_ev": [0.638, 0.535], "max_force_ev_per_a": 2.4, "spin_multiplicity": 3, "gap_ev": [8.687, 9.601], "s_squared": 2.008}